13
Properties=species:S:1:pos:R:3:lowdin_charge:R:1 method="wB97M-V/def2-TZVPD" total_charge=0 relative_energy_kcal_mol=47.5 largest_force_ev_per_a=3.75 homo_energy_ev=-8.7936 smiles=Cc1cc[nH]c1
C 1.89 0.00 0.09 -0.060
C 0.40 0.02 -0.02 -0.298
C -0.48 1.08 0.32 -0.046
C -1.78 0.66 0.09 -0.193
N -1.82 -0.54 -0.52 -0.032
C -0.42 -1.01 -0.49 -0.139
H 2.23 0.05 1.13 0.078
H 2.31 -0.91 -0.35 0.074
H 2.34 0.86 -0.44 0.079
H -0.19 2.04 0.72 0.105
H -2.72 1.16 0.29 0.102
H -1.61 -1.50 0.20 0.211
H -0.15 -1.92 -1.03 0.118



13
Properties=species:S:1:pos:R:3:lowdin_charge:R:1 method="wB97M-V/def2-TZVPD" total_charge=0 relative_energy_kcal_mol=95.1 largest_force_ev_per_a=1.01 homo_energy_ev=-8.8018 smiles="CC=C=N.C#C"
C 2.49 0.41 -0.27 -0.113
C 1.23 0.38 0.55 -0.152
C 0.40 -0.60 0.28 -0.194
N -0.41 -1.40 -0.16 0.109
H 3.25 -0.26 0.16 0.074
H 2.34 0.08 -1.30 0.081
H 2.85 1.43 -0.23 0.063
H 1.19 0.86 1.52 0.102
H -0.24 -2.40 -0.09 0.085
C -3.57 0.93 -0.12 -0.010
C -2.80 0.00 -0.12 -0.022
H -4.47 1.48 -0.14 0.005
H -2.25 -0.90 -0.09 -0.028



| no. | E_tot (eV) | HOMO-LUMO gap (eV) |
| --- | --- | --- |
| 1 | -6786.451 | 9.8 |
| 2 | -6784.390 | 9.8 |